(1)
Formula: C33H55N12O2S2Sr
Source: the Open Molecules 2025 dataset
Level of theory: ωB97M-V with the def2-TZVPD basis set

```
! RIJCOSX wB97M-V def2-TZVPD def2/J DEFGRID3
* xyz 1 1
Sr -11.30546 -9.55132 16.18295
C -11.12227 -12.90402 18.31096
C -12.46704 -12.24319 18.67359
N -12.95500 -11.26475 17.73094
C -13.89030 -11.75525 16.71639
C -13.29200 -12.79900 15.78825
N -12.16524 -12.24838 15.03692
C -11.38136 -13.35725 14.46033
C -9.88254 -13.39574 14.75667
C -8.97936 -12.25760 14.27071
N -9.25419 -10.96097 14.95137
C -8.21997 -10.70512 15.97641
C -8.33374 -11.66787 17.20197
N -9.33639 -11.18255 18.15111
C -9.87431 -12.23212 18.96586
H -11.02951 -12.80752 17.22239
H -11.15995 -13.98119 18.60259
H -12.37675 -11.76273 19.63967
H -13.27095 -13.03226 18.88629
H -13.39499 -10.52371 18.26575
H -14.16957 -10.93221 16.12914
H -14.78778 -12.18468 17.11179
H -14.06717 -13.13489 15.12199
H -12.94601 -13.67403 16.35627
H -12.44646 -11.62728 14.29761
H -11.49827 -13.40064 13.40158
H -11.81955 -14.32147 14.82618
H -9.51660 -14.33423 14.36858
H -9.77811 -13.51456 15.84968
H -9.17134 -12.08664 13.21247
H -7.88267 -12.49053 14.25760
H -9.12512 -10.23006 14.21162
H -8.19321 -9.67719 16.28517
H -7.22846 -10.90092 15.49155
H -7.29555 -11.78909 17.63366
H -8.69982 -12.65198 16.91237
H -8.91638 -10.49897 18.78474
H -10.12857 -11.75805 19.91921
H -9.15650 -13.03105 19.11813
C -11.32777 -8.82866 7.56253
C -10.74571 -8.74957 8.97732
C -10.87280 -7.44602 9.55310
C -10.84015 -7.22664 10.89483
C -10.71568 -8.35372 11.71012
C -10.47073 -9.63500 11.24542
C -10.40848 -9.79568 9.87579
S -11.22816 -8.02290 13.38114
O -11.86084 -6.74065 13.25363
O -10.13817 -8.09478 14.38216
N -12.27058 -9.16259 13.81839
C -13.57404 -9.19002 13.20823
C -13.94381 -8.88123 11.89292
C -15.26262 -8.99888 11.57276
C -16.22466 -9.29176 12.53453
C -15.77140 -9.66963 13.76081
N -14.48759 -9.70966 14.05513
H -12.14837 -8.12075 7.42517
H -11.79539 -9.74877 7.30530
H -10.57649 -8.55878 6.85930
H -11.09857 -6.55433 8.95076
H -11.01144 -6.21809 11.28979
H -10.36439 -10.34077 12.02663
H -10.17674 -10.79146 9.47868
H -13.28609 -8.46144 11.16776
H -15.55372 -8.71138 10.56595
H -17.26457 -9.18924 12.32219
H -16.45375 -9.87895 14.57144
C -9.75126 -9.77795 23.33672
C -9.38966 -9.01027 22.09070
C -10.53996 -8.83778 21.13441
N -10.39533 -9.18179 19.88788
N -11.48886 -8.95799 19.05645
C -12.46917 -8.44504 19.74502
N -13.63737 -8.04909 19.20301
S -12.13898 -8.21875 21.45823
H -8.90047 -10.11898 23.86909
H -10.37177 -10.67673 23.13087
H -10.34427 -9.19126 24.02585
H -8.58649 -9.57226 21.58141
H -8.97822 -8.04729 22.40455
H -13.56747 -7.74270 18.21934
H -14.32463 -7.58286 19.78543
C -9.85061 -4.32522 16.37947
C -9.68995 -5.38169 17.45355
N -10.84509 -6.28311 17.54572
C -11.94472 -6.18541 16.71987
N -12.69810 -7.22085 16.44647
C -13.94646 -6.92166 15.73178
C -14.52202 -5.53120 15.83501
C -13.37294 -4.63941 15.32841
N -12.18999 -4.93311 16.19413
C -11.28931 -3.81890 16.44475
H -9.66739 -4.68790 15.36403
H -9.19376 -3.48654 16.61206
H -9.56213 -4.89392 18.42757
H -8.82141 -6.03635 17.29851
H -10.78037 -7.17782 17.98732
H -14.73278 -7.57169 16.16920
H -13.95233 -7.28629 14.70713
H -14.80064 -5.24280 16.85153
H -15.35786 -5.45713 15.18662
H -13.50047 -3.56995 15.42239
H -13.10912 -4.85816 14.27377
H -11.51332 -3.53529 17.47619
H -11.52111 -3.07543 15.67217
*
```

Summary:
Frontier orbital gap   8.4604 eV
HOMO   -0.3749 Ha
Relative energy (zero: lowest compared OMol25 entry of this formula, charge and spin)   0.933 eV
LUMO level   -1.7407 eV

=====

(2)
Formula: C33H55NP2Yb
Source: the Open Molecules 2025 dataset
Level of theory: ωB97M-V with the def2-TZVPD basis set

```
! RIJCOSX wB97M-V def2-TZVPD def2/J DEFGRID3
* xyz 1 2
Yb 1.09579 -1.22780 -2.08738
C -1.16050 -0.32087 -1.72594
C -0.33797 0.61875 -2.47732
C -0.43426 -1.31675 -3.71968
C -1.17455 -1.50977 -2.52229
C 0.08971 0.00195 -3.69284
C -2.16949 0.01603 -0.70815
H -2.06537 1.05268 -0.37379
H -2.21048 -0.76600 0.50023
H -3.20504 -0.17864 -1.03822
C -1.88626 -2.76914 -2.20427
H -2.76042 -2.56161 -1.58872
H -1.31823 -3.54372 -1.65792
H -2.24803 -3.26784 -3.11143
C -0.23072 -2.29905 -4.81135
H -1.16434 -2.83021 -4.99940
H 0.52662 -3.04676 -4.55591
H 0.07724 -1.80168 -5.73477
C 0.90526 0.69835 -4.75389
H 0.54034 0.41637 -5.76401
H 1.98744 0.44488 -4.71063
H 0.84553 1.80311 -4.68349
C -0.53015 2.09904 -2.44838
H -0.99861 2.49730 -3.37241
H 0.41277 2.64481 -2.33729
H -1.22184 2.38972 -1.64989
C -0.79837 0.95418 2.29304
C -1.63849 1.98766 2.42873
C -1.29250 3.29297 1.80652
C -0.08026 4.02230 2.47367
C 1.19034 4.13083 1.68994
C 1.68500 3.19264 0.88272
C 1.00496 1.85841 0.67746
C 0.65322 1.02824 1.96688
H -2.17355 3.95178 1.71663
H 0.11695 3.59628 3.46947
H -0.99050 3.10136 0.77026
H 1.27855 1.44168 2.76145
H -1.15979 -0.04431 2.49727
H -2.55671 1.95630 3.00882
H 0.97930 -0.02126 1.81120
H 0.08575 1.93496 0.07038
H 2.58444 3.36006 0.28264
H 1.65626 1.19572 0.05267
H -0.39026 5.06287 2.63688
H 1.71290 5.08038 1.78319
P 3.73764 0.12864 0.84679
P 3.99067 -0.44827 -2.18010
C 5.47385 0.20693 0.16360
C 5.49479 -0.70871 -1.06571
H 6.19813 -0.12252 0.92759
H 5.73841 1.25765 -0.07266
H 6.42277 -0.54833 -1.63486
H 5.49879 -1.77243 -0.76441
C 4.79120 -1.34615 -3.58951
H 4.17594 -1.21163 -4.49544
H 4.83831 -2.41584 -3.32009
H 5.82236 -0.98386 -3.78094
C 4.42094 1.31233 -2.62545
H 5.50694 1.50440 -2.61001
H 3.95079 2.00744 -1.91465
H 4.03208 1.52739 -3.63010
C 3.85335 -1.40367 1.86666
H 2.90619 -1.94319 1.69657
H 3.94373 -1.17828 2.94123
H 4.70290 -2.03437 1.56316
C 4.00602 1.44503 2.14875
H 5.06797 1.47997 2.41798
H 3.36938 1.26823 3.03318
H 3.72928 2.40720 1.70436
C -6.43049 0.53615 2.11979
N -5.49818 -0.56464 2.30136
C -6.05297 -1.84177 2.68997
C -4.13836 -0.26654 2.71324
C -3.19923 -1.45439 2.48791
C -3.28818 -2.50136 3.44797
C -2.98396 -3.78765 3.02341
C -2.30565 -3.98140 1.81905
C -1.79085 -2.85655 1.16142
C -2.37972 -1.61638 1.36841
H -6.54330 1.18116 3.02025
H -7.41135 0.10114 1.86692
H -6.09056 1.19921 1.30180
H -7.09915 -1.89970 2.36865
H -5.49548 -2.65609 2.20100
H -6.02296 -2.01659 3.78138
H -3.82459 0.63283 2.16812
H -4.14382 -0.02009 3.79843
H -3.75475 -2.31386 4.42557
H -3.27865 -4.66948 3.60275
H -2.18929 -4.99605 1.42466
H -0.98262 -2.96208 0.43131
*
```

Summary:
Expectation value of S²   0.761
Frontier orbital gap (alpha / beta)   6.1715 / 6.2216 eV
HOMO (alpha / beta)   -0.3492 / -0.3510 Ha
Relative energy (zero: lowest compared OMol25 entry of this formula, charge and spin)   0.741 eV
LUMO level (alpha / beta)   -3.3309 / -3.3284 eV

=====

(3)
Formula: C33H56BF8N3O18PSi
Source: the Open Molecules 2025 dataset
Level of theory: ωB97M-V with the def2-TZVPD basis set

```
! RIJCOSX wB97M-V def2-TZVPD def2/J DEFGRID3
* xyz 1 1
C -0.77101 1.13405 2.28541
P -1.46208 2.01979 0.78054
O -3.10572 2.42705 1.19163
C -1.50700 0.90506 -0.84595
B -2.32114 2.13700 -1.64170
N -3.31520 2.01374 -2.73805
O -2.00711 3.54017 -1.35746
C -2.48998 -0.39890 -0.70907
N -3.41061 -0.83267 -1.75997
C -3.36028 -0.63117 0.60592
C -4.87357 -0.02768 0.56111
O -5.88528 -1.06016 0.52277
Si -7.39647 -0.24109 0.87430
C -7.55711 0.25465 2.73802
C -8.93951 -1.35816 0.49944
C -7.65334 1.36141 -0.14281
C -1.26094 -1.52032 -0.82700
O -0.92908 -1.45207 0.57678
C -1.64521 -3.08551 -0.87357
C -1.69165 -3.87023 0.52060
O -2.13164 -5.24482 0.21791
C -1.80352 -6.10982 1.31797
O -2.40104 -7.21016 1.44301
C -0.25091 -0.86918 -1.96695
C 0.97030 -1.88709 -1.86239
C 2.43863 -1.54665 -2.26657
O 3.33963 -1.78581 -1.40463
O 2.98033 -0.95531 -3.44114
C -0.76042 -1.08855 -3.45593
F -1.49276 -2.32016 -3.65945
F -1.76631 -0.15973 -3.91658
C 0.20330 -1.14673 -4.71573
F 0.96183 -2.34729 -4.89667
F 0.86731 0.01161 -5.12637
F -0.73440 -1.31586 -5.81151
N -0.11226 0.56404 -1.41600
C 1.05624 0.69112 -0.43673
C 0.43963 1.45654 -2.50573
C 0.95096 2.91879 -2.14781
O 0.37916 3.86978 -3.10579
C 2.51888 3.18657 -2.13960
F 2.96909 3.22803 -0.77581
F 2.71253 4.52916 -2.59939
F 3.31370 2.39039 -2.96980
H -1.55444 0.63462 2.97310
H -0.28517 1.94606 2.95252
H 0.04290 0.36360 2.10126
H -3.01157 3.03941 1.96395
H -2.85725 2.36948 -3.60308
H -4.16215 2.57455 -2.56882
H -2.26117 4.09943 -2.11999
H -4.15014 -0.18566 -2.04904
H -3.96529 -1.64780 -1.42505
H -3.53827 -1.76921 0.70085
H -2.94464 -0.29216 1.59890
H -4.93773 0.74412 -0.27943
H -5.05030 0.56520 1.54075
H -6.86990 -0.38641 3.38308
H -7.19559 1.35332 2.79275
H -8.64292 0.27633 3.09809
H -9.72302 -1.06463 1.29043
H -9.33075 -1.11033 -0.54162
H -8.58019 -2.43794 0.60501
H -6.71828 2.03754 -0.14646
H -8.50379 2.00088 0.26711
H -7.91087 1.12464 -1.24075
H -0.05079 -1.75781 0.85743
H -2.66268 -3.31715 -1.37435
H -0.93566 -3.73873 -1.51490
H -2.35420 -3.44445 1.33018
H -0.61851 -3.99498 0.93727
H -1.02747 -5.79399 2.09971
H 0.67447 -2.80112 -2.51449
H 1.01616 -2.38480 -0.82104
H 3.25576 -1.70964 -4.01392
H 1.17923 -0.19031 0.26495
H 1.08040 1.62279 0.19967
H 2.08448 0.72661 -0.96353
H -0.19477 1.58196 -3.44127
H 1.35716 0.88927 -2.93215
H 0.54164 3.29634 -1.13449
H 0.71463 3.59983 -3.98992
C 6.07005 4.75134 -0.51169
C 6.96646 3.82556 0.28347
C 6.26972 2.63042 0.86469
O 7.11180 2.30411 1.96452
C 7.69823 3.47073 2.35968
O 8.33309 3.60310 3.36569
O 7.46056 4.46448 1.45967
H 6.47056 5.76760 -0.52143
H 5.97259 4.40177 -1.54239
H 5.06681 4.80822 -0.08088
H 7.83315 3.53549 -0.32126
H 6.20329 1.79626 0.16348
H 5.27101 2.85348 1.25331
C -3.74109 -7.85638 -2.24787
C -4.80110 -6.95107 -2.82983
C -4.47054 -6.40544 -4.18710
O -5.25060 -5.21444 -4.21988
C -5.38199 -4.80665 -2.92402
O -5.82805 -3.74841 -2.58600
O -4.93392 -5.75917 -2.06448
H -3.78845 -7.85421 -1.15614
H -3.86777 -8.88037 -2.60685
H -2.73390 -7.53035 -2.52222
H -5.77428 -7.45455 -2.81975
H -4.75156 -7.08067 -4.99708
H -3.41814 -6.12731 -4.30073
C 10.16801 3.66926 5.58372
C 10.66349 4.24548 6.89385
C 11.33505 3.25392 7.79807
O 11.15613 3.85289 9.07761
C 10.01373 4.59402 8.99938
O 9.46492 5.09473 9.93797
O 9.57890 4.68427 7.71180
H 9.33930 4.25700 5.18987
H 10.97045 3.65190 4.84246
H 9.80301 2.64596 5.70642
H 11.30175 5.11536 6.70064
H 12.39523 3.12530 7.57253
H 10.84879 2.27365 7.80882
*
```

Summary:
Frontier orbital gap   8.1927 eV
HOMO   -0.4239 Ha
LUMO level   -3.3427 eV

=====

What is the formula in the second record? C33H55NP2Yb